ORCA calculation (the ωB97M-V functional and the def2-TZVPD basis) on C4H5NO in the gas phase.

Geometry (Å):
N 2.2084 0.0037 -0.2275
C 0.9524 0.0851 -0.1069
C 0.2484 1.3404 -0.4644
C -1.0161 1.6701 -0.4455
C -1.2120 -0.8744 0.3908
O 0.1948 -0.9339 0.3725
H 2.5289 -0.9225 0.0584
H 0.8821 2.1649 -0.8022
H -1.5924 0.1613 0.2658
H -1.6365 -1.4857 -0.4133
H -1.5581 -1.2090 1.3724

Forces on atoms 1 to 6 (eV/Å):
-0.4 -0.1 0.0
0.2 0.0 0.0
-0.4 0.0 0.0
0.5 -0.1 0.0
-0.1 0.1 0.0
0.2 0.0 0.0

The calculation puts the orbital gap at 9.589 eV. As for the LUMO energy: -0.55 eV. Its energy above the lowest of the compared OMol25 structures with the same formula, charge and spin is 101.2 kcal/mol. The value obtained for the HOMO energy is -10.14 eV.

For each atom in turn, the Löwdin charge in e is: N 0.156; C -0.477; C -0.178; C 0.199; C -0.064; O -0.054; H 0.069; H 0.119; H 0.013; H 0.109; H 0.107

---

ORCA calculation (the ωB97M-V functional and the def2-TZVPD basis) on a molecular structure, C30H33O4PPm.

Geometry (Å):
Pm -0.6168 1.0553 0.1387
C -2.7920 -0.5154 1.7452
C -2.6788 -1.0490 0.3118
O -2.4139 -0.0351 -0.6623
C -3.4534 0.9215 -0.8265
C -2.9298 2.0168 -1.7436
O -1.7056 2.5358 -1.2308
C -1.7866 3.8069 -0.5880
C -1.8991 3.6416 0.9227
O -0.7509 2.9303 1.3712
C -0.8261 2.4455 2.7161
C -1.8779 1.3465 2.9352
O -1.6384 0.2653 2.0386
H -2.8432 -1.3472 2.4554
H -3.7103 0.0708 1.8515
H -3.5820 -1.6015 0.0304
H -1.8339 -1.7439 0.2593
H -3.7321 1.3583 0.1337
H -4.3317 0.4390 -1.2674
H -3.6806 2.7977 -1.9032
H -2.6903 1.5789 -2.7189
H -2.6068 4.4127 -0.9872
H -0.8491 4.3248 -0.8188
H -2.8161 3.1015 1.1614
H -1.9270 4.6205 1.4122
H -1.0012 3.2870 3.3955
H 0.1636 2.0347 2.9426
H -2.8804 1.7600 2.7905
H -1.8147 0.9681 3.9610
C 0.7326 -5.9441 -1.4759
C 1.3823 -5.3967 -0.3732
C 1.3004 -4.0241 -0.1196
C 0.5703 -3.1749 -0.9662
C -0.0779 -3.7476 -2.0740
C 0.0020 -5.1200 -2.3269
P 0.4036 -1.3789 -0.7107
C 0.7489 -1.1722 1.0701
C 1.9052 -0.5723 1.5883
C 2.0944 -0.4447 2.9689
C 1.1296 -0.9130 3.8560
C -0.0282 -1.5066 3.3646
C -0.2175 -1.6307 1.9855
C 1.8815 -0.6142 -1.5543
C 2.9198 -1.4506 -2.0128
C 4.0438 -0.9364 -2.6544
C 4.1616 0.4312 -2.8603
C 3.1613 1.3101 -2.4318
C 3.3178 2.6902 -2.6613
C 2.3515 3.6083 -2.2542
C 1.2123 3.1566 -1.6103
C 1.0559 1.7918 -1.3836
C 2.0047 0.8100 -1.7747
H 0.7950 -7.0113 -1.6710
H 1.9548 -6.0359 0.2940
H 1.8276 -3.6316 0.7470
H -0.6566 -3.1263 -2.7556
H -0.5087 -5.5424 -3.1883
H 2.6862 -0.1928 0.9354
H 2.9988 0.0247 3.3476
H 1.2788 -0.8123 4.9276
H -0.7873 -1.8729 4.0505
H -1.1339 -2.0988 1.6289
H 2.8834 -2.5281 -1.8819
H 4.8272 -1.6085 -2.9954
H 5.0493 0.8070 -3.3654
H 4.2064 3.0648 -3.1668
H 2.4918 4.6693 -2.4414
H 0.4436 3.8485 -1.2818
H 1.0930 0.8451 1.4044

Forces on atoms 1 to 6 (eV/Å):
4.9 -0.7 -1.0
-0.6 -0.3 -0.3
-0.5 -0.7 0.2
-1.9 -0.8 -0.3
-0.6 0.3 -0.4
-0.2 -0.7 -0.6

The calculation puts the orbital gap (spin up / spin down) at 5.792 / 5.839 eV. As for the LUMO energy (spin up / spin down): -2.62 / -2.61 eV. The value obtained for the HOMO energy (spin up / spin down) is -8.41 / -8.45 eV. As for the expectation value of S²: 6.009. Its multiplicity is 5. The total charge is +1.

For each atom in turn, the Löwdin charge in e is: Pm 1.595; C -0.148; C -0.168; O -0.306; C -0.149; C -0.114; O -0.269; C -0.136; C -0.143; O -0.275; C -0.151; C -0.133; O -0.340; H 0.150; H 0.132; H 0.159; H 0.064; H 0.119; H 0.157; H 0.148; H 0.155; H 0.152; H 0.109; H 0.119; H 0.157; H 0.151; H 0.118; H 0.124; H 0.153; C -0.077; C -0.068; C -0.079; C -0.374; C -0.096; C -0.077; P 1.041; C -0.492; C -0.170; C -0.112; C -0.077; C -0.093; C -0.145; C -0.275; C -0.076; C -0.068; C -0.020; C -0.189; C -0.026; C -0.077; C -0.135; C -0.219; C -0.215; H 0.109; H 0.109; H 0.111; H 0.103; H 0.107; H 0.116; H 0.113; H 0.110; H 0.107; H 0.085; H 0.098; H 0.108; H 0.117; H 0.114; H 0.103; H 0.045; H 0.031

---

ORCA calculation (the ωB97M-V functional and the def2-TZVPD basis) on a molecular structure, C34H57N3O3SiY.

Geometry (Å):
O 0.9662 -1.5103 0.7761
O 0.8733 -0.2630 -4.3791
C 2.3878 -1.7200 0.5108
C 2.9159 -3.0047 1.1109
H 2.8819 -0.8430 0.9472
H 2.5246 -1.6950 -0.5750
H 2.7698 -3.0419 2.1994
H 3.9963 -3.0709 0.9316
H 2.4483 -3.8910 0.6605
C 0.0299 -2.5603 0.3078
C 0.3091 -3.0142 -1.1122
H -0.9781 -2.1215 0.3928
H 0.1001 -3.3945 1.0175
H 0.2856 -2.1806 -1.8295
H -0.4773 -3.7236 -1.4004
H 1.2730 -3.5362 -1.1918
C -0.1912 0.3426 -5.1267
C 1.8266 -1.0123 -5.1370
C -1.5016 -0.4054 -4.9632
H 0.0614 0.4124 -6.1975
H -0.2924 1.3571 -4.7156
H -1.4123 -1.4430 -5.3064
H -2.2761 0.0820 -5.5623
H -1.8262 -0.4049 -3.9159
C 1.2381 -2.1873 -5.8956
H 2.5562 -1.3617 -4.3974
H 2.3390 -0.3410 -5.8442
H 0.6279 -2.8276 -5.2501
H 2.0544 -2.7921 -6.2953
H 0.6299 -1.8553 -6.7436
H 1.4848 1.2780 -2.7324
N -1.0180 -1.1185 3.5621
C -1.9603 -0.5425 4.3360
C -2.4708 0.7363 4.0755
C -2.4295 1.4803 2.8869
C -2.4665 -1.3024 5.5294
H -1.6992 -1.9394 5.9918
H -3.3319 -1.9430 5.2826
H -2.7730 -0.5898 6.3039
C -3.3515 2.6547 2.7772
H -3.9811 2.5852 1.8796
H -2.8018 3.6056 2.7456
H -4.0093 2.6699 3.6516
N -1.6478 1.1896 1.8295
C -0.7155 -2.5100 3.6752
C 0.5458 -2.8966 4.1788
C 1.5791 -1.9008 4.6362
C 0.8353 -4.2532 4.2746
H 1.8188 -4.5257 4.6560
C -0.1160 -5.2146 3.9355
H 0.1342 -6.2680 4.0459
C -1.3614 -4.8215 3.4487
H -2.1124 -5.5602 3.1776
C -1.6745 -3.4726 3.3016
C -2.9976 -3.0460 2.7420
C -1.8394 1.8128 0.5455
C -1.2071 3.0390 0.2550
C -0.2823 3.6803 1.2486
C -1.5299 3.6934 -0.9335
H -1.0769 4.6695 -1.1365
C -2.3994 3.1055 -1.8539
H -2.6213 3.6120 -2.7935
C -2.9820 1.8667 -1.5798
H -3.6658 1.3987 -2.2932
C -2.7145 1.2113 -0.3782
C -3.3765 -0.0918 -0.0512
Y 0.2617 0.0897 2.1606
H 2.4882 -1.9711 4.0123
H 1.9025 -2.1539 5.6621
H 1.2379 -0.8516 4.6520
H -2.9560 -2.0599 2.2623
H -3.7774 -3.0134 3.5172
H -3.3290 -3.7655 1.9819
H 0.2080 4.5380 0.7686
H 0.5158 3.0160 1.6210
H -0.8240 4.0639 2.1280
H -3.8439 -0.1006 0.9445
H -2.6789 -0.9428 -0.1027
H -4.1665 -0.2816 -0.7889
H -3.0705 1.1609 4.8792
C 1.4917 2.3328 -2.4166
Si 2.8997 3.3352 -3.1740
H 0.5260 2.7557 -2.7159
H 1.5314 2.3648 -1.3215
C 4.4499 2.2662 -3.1758
C 3.2119 4.9106 -2.1972
C 2.5016 3.8530 -4.9420
H 3.3290 4.4385 -5.3683
H 1.5986 4.4780 -4.9773
H 2.3367 2.9809 -5.5889
H 4.8275 2.1304 -2.1529
H 5.2484 2.7234 -3.7765
H 4.2334 1.2731 -3.5936
H 3.2330 4.7146 -1.1176
H 2.4277 5.6544 -2.3921
H 4.1751 5.3588 -2.4776
O 1.3216 2.9155 5.3975
C 1.3630 2.1423 4.4928
N 1.4013 1.3583 3.5630

Forces on atoms 1 to 6 (eV/Å):
-0.1 -0.6 -0.5
-0.1 -0.2 -0.3
-0.1 -0.2 -0.1
0.1 -0.2 0.2
0.0 -0.1 -0.1
0.0 0.1 0.2

The calculation puts the orbital gap at 8.474 eV. As for the LUMO energy: -2.56 eV. Its energy above the lowest of the compared OMol25 structures with the same formula, charge and spin is 0.0 kcal/mol. The value obtained for the HOMO energy is -11.03 eV. The total charge is +1.

For each atom in turn, the Löwdin charge in e is: O -0.358; O -0.213; C -0.208; C -0.043; H 0.126; H 0.125; H 0.064; H 0.101; H 0.085; C -0.193; C -0.047; H 0.103; H 0.121; H 0.091; H 0.100; H 0.080; C -0.267; C -0.271; C -0.073; H 0.124; H 0.107; H 0.067; H 0.081; H 0.065; C -0.084; H 0.114; H 0.120; H 0.076; H 0.080; H 0.077; H 0.014; N -0.064; C -0.307; C -0.023; C -0.316; C 0.003; H 0.100; H 0.093; H 0.094; C 0.003; H 0.104; H 0.091; H 0.089; N -0.076; C -0.240; C -0.232; C -0.043; C -0.048; H 0.123; C -0.058; H 0.111; C -0.036; H 0.120; C -0.231; C -0.033; C -0.228; C -0.230; C -0.035; C -0.048; H 0.123; C -0.063; H 0.113; C -0.038; H 0.117; C -0.222; C -0.034; Y 1.596; H 0.076; H 0.104; H 0.038; H 0.061; H 0.086; H 0.091; H 0.089; H 0.047; H 0.084; H 0.083; H 0.062; H 0.088; H 0.111; C -0.173; Si 0.456; H 0.015; H 0.013; C -0.188; C -0.190; C -0.186; H 0.036; H 0.031; H 0.023; H 0.028; H 0.034; H 0.020; H 0.024; H 0.030; H 0.035; O 0.099; C -0.476; N -0.086

---

ORCA calculation (the ωB97M-V functional and the def2-TZVPD basis) on 2 unconnected molecules or ions with the total composition C6H8Cl2N2S.

Geometry (Å):
S 0.1139 3.2337 0.1300
C -0.5077 1.8522 0.6843
C -0.3977 0.5057 0.0361
C -1.7776 -0.0678 -0.2199
C -2.0649 -1.5083 -0.0485
N -2.4881 -0.5421 0.9643
H -1.0880 1.8452 1.6123
H 0.1233 -0.1636 0.7348
H 0.1830 0.5699 -0.8896
H -2.3536 0.4600 -0.9764
H -1.2703 -2.1822 0.2648
H -2.8159 -1.9642 -0.6894
H -3.4844 -0.3585 0.8885
N 1.2837 -1.5711 -1.0137
C 2.1841 -0.9067 -0.7249
C 3.3417 -0.0761 -0.3836
Cl 2.9193 1.6417 -0.4924
Cl 3.9561 -0.5080 1.2217
H 4.1431 -0.2599 -1.0985

Forces on atoms 1 to 6 (eV/Å):
-0.3 -0.1 0.1
-0.1 0.0 0.0
-0.1 0.4 0.0
0.2 0.0 -0.1
0.2 -0.3 -0.1
-0.3 0.1 0.1

The calculation puts the orbital gap at 8.495 eV. As for the LUMO energy: 0.00 eV. Its structure (SMILES) is S=CC[C@H]1CN1.N#CC(Cl)Cl. Its energy above the lowest of the compared OMol25 structures with the same formula, charge and spin is 0.0 kcal/mol. The value obtained for the HOMO energy is -8.50 eV.

For each atom in turn, the Löwdin charge in e is: S 0.645; C -0.661; C -0.289; C -0.334; C -0.149; N 0.020; H 0.060; H 0.113; H 0.070; H 0.142; H 0.094; H 0.103; H 0.093; N 0.203; C -0.325; C -1.077; Cl 0.611; Cl 0.612; H 0.068

---

ORCA calculation (the ωB97M-V functional and the def2-TZVPD basis) on a molecular structure, C6H16ClIN2OPReS.

Geometry (Å):
C 1.8492 -1.0381 1.5212
I 3.4152 0.7145 2.3071
H 1.2883 -1.8628 2.0598
H 2.2417 -0.4981 2.4442
H 2.5251 -1.5170 0.8230
Re -1.8228 -0.0739 -0.1394
P -0.8169 0.1782 -2.0497
C 0.9478 0.6569 -2.4520
C -0.8516 -1.0309 -3.4249
H -2.5742 1.7964 -2.6147
H -1.2093 1.7004 -3.7928
H -1.0120 2.5612 -2.2092
C -1.4819 1.7336 -2.7416
H -1.8103 -1.5741 -3.4759
H -0.7041 -0.5043 -4.3645
H 1.0137 0.7515 -3.5512
H 1.6136 -0.1411 -2.0929
H -0.0528 -1.7707 -3.3004
H 1.1684 1.6044 -1.9450
C 0.7471 -0.2298 0.6471
O 1.0216 0.8981 0.2498
Cl -3.7146 -0.6991 -1.2102
N 0.0641 0.8841 3.9498
C -0.5569 -0.1651 3.4170
N -0.2367 -1.4028 3.8676
S -1.8063 0.1131 2.2165
H 0.9380 0.8445 4.4699
H -0.1536 1.7829 3.5415
H -0.6179 -2.2176 3.4104
H 0.5881 -1.4943 4.4395

Forces on atoms 1 to 6 (eV/Å):
-3.5 -1.6 -2.9
1.7 1.1 -0.1
1.2 0.8 0.0
-0.8 -0.3 1.6
0.4 0.1 0.0
-1.8 -2.1 3.8

The calculation puts the orbital gap (spin up / spin down) at 5.446 / 6.335 eV. As for the LUMO energy (spin up / spin down): -14.06 / -13.87 eV. The value obtained for the HOMO energy (spin up / spin down) is -19.50 / -20.21 eV. As for the expectation value of S²: 4.182. Its multiplicity is 4. The total charge is +3.

For each atom in turn, the Löwdin charge in e is: C -0.235; I 1.306; H 0.124; H -0.269; H 0.106; Re 0.769; P 0.586; C -0.207; C -0.206; H 0.056; H 0.080; H 0.070; C -0.207; H 0.058; H 0.078; H 0.092; H 0.059; H 0.076; H 0.056; C -0.314; O -0.107; Cl 0.205; N 0.175; C -0.750; N 0.172; S 0.679; H 0.131; H 0.133; H 0.139; H 0.145

---

ORCA calculation (the ωB97M-V functional and the def2-TZVPD basis) on 2 unconnected molecules or ions with the total composition C3H6ClO2S.

Geometry (Å):
C 0.9004 2.7781 -0.1760
C 1.8623 1.5381 1.7426
C 0.6142 1.7783 0.8533
O 1.7575 -1.9475 -3.0400
O 1.1420 0.3565 -3.7437
S 1.4031 -0.5746 -2.6078
Cl 0.1381 0.1936 0.1335
H 1.5258 2.5058 -1.0174
H 0.1331 3.2706 -0.7243
H 1.3054 3.5752 0.3556
H 1.8556 2.3121 2.5553
H 2.8929 1.6292 1.3263
H 1.8509 0.4796 2.1912

Forces on atoms 1 to 6 (eV/Å):
-0.5 -0.2 -0.8
-0.6 -0.7 1.2
0.9 -0.9 0.8
-0.1 1.3 0.6
0.5 -1.0 1.6
-0.3 -0.4 -2.7

The calculation puts the orbital gap (spin up / spin down) at 6.038 / 3.092 eV. As for the LUMO energy (spin up / spin down): 3.24 / 1.93 eV. Its energy above the lowest of the compared OMol25 structures with the same formula, charge and spin is 65.5 kcal/mol. The value obtained for the HOMO energy (spin up / spin down) is -2.79 / -1.16 eV. The total charge is -1.

For each atom in turn, the Löwdin charge in e is: C -0.271; C -0.257; C -0.787; O -0.551; O -0.548; S 0.716; Cl 0.416; H 0.053; H 0.044; H 0.037; H 0.050; H 0.046; H 0.054

---

Quick rundown of DFT total energy, same order as above: -285.25336; -2413.20010; -2047.50944; -1661.41307; -1997.34680; -1126.69825 hartree
Quick rundown of maximum force, same order as above: 0.55; 5.03; 1.94; 1.27; 7.96; 2.77 eV/Å